{"formula": "C9H12N3", "method": "ωB97M-V/def2-TZVPD", "elements": ["C", "C", "C", "C", "C", "C", "C", "C", "C", "N", "N", "N", "H", "H", "H", "H", "H", "H", "H", "H", "H", "H", "H", "H"], "coordinates": [[-0.138, 0.041, -1.212], [1.284, 1.019, 0.490], [0.594, 0.662, -2.262], [2.037, 1.621, -0.487], [0.179, 0.227, 0.126], [1.744, 1.380, -1.849], [-0.693, -0.405, 1.185], [-2.218, -2.266, 1.899], [-2.179, -2.367, 0.430], [-1.130, -1.668, 1.050], [2.538, 2.075, -2.713], [-0.753, 0.187, 2.396], [-0.959, -0.523, -1.366], [1.574, 1.386, 1.457], [0.351, 0.476, -3.332], [2.960, 2.150, -0.170], [-2.769, -1.659, 2.526], [-1.710, -2.972, 2.548], [-1.838, -3.205, -0.138], [-2.870, -1.783, -0.190], [2.559, 2.041, -3.761], [3.164, 2.546, -2.195], [-0.342, 1.060, 2.385], [-1.383, -0.023, 3.182]], "total_charge": 1, "smiles": "Nc1ccc(C(=[NH2+])N2CC2)cc1", "homo_energy_ev": -11.54, "gap_ha": 0.2916}

=====

{"formula": "C15H18BrInN2O4", "method": "ωB97M-V/def2-TZVPD", "elements": ["O", "C", "O", "In", "Br", "C", "C", "C", "C", "N", "C", "C", "C", "C", "H", "H", "H", "H", "H", "H", "H", "H", "H", "H", "H", "H", "H", "C", "C", "C", "C", "C", "C", "N", "O", "O", "H", "H", "H", "H", "H"], "coordinates": [[-3.531, -3.406, 3.322], [-2.311, -3.331, 3.034], [-1.485, -4.270, 3.165], [-1.379, -1.474, 2.188], [-3.191, 0.236, 1.181], [-0.260, -0.209, 3.704], [0.222, 1.135, 3.067], [1.713, 1.480, 3.250], [2.749, 0.441, 2.850], [2.904, 0.266, 1.411], [1.948, 0.125, 0.462], [2.561, -0.049, -0.746], [3.963, -0.029, -0.531], [4.141, 0.173, 0.827], [-0.235, -1.975, 0.901], [-0.965, 0.064, 4.489], [0.553, -0.764, 4.175], [-0.334, 1.932, 3.566], [-0.074, 1.187, 2.020], [1.850, 1.637, 4.326], [1.923, 2.444, 2.777], [2.592, -0.511, 3.355], [3.713, 0.804, 3.209], [0.898, 0.140, 0.664], [2.086, -0.213, -1.686], [4.737, -0.141, -1.270], [5.061, 0.249, 1.377], [-3.771, -0.149, -4.775], [-2.759, 0.454, -5.513], [-1.558, 0.782, -4.904], [-1.392, 0.495, -3.562], [-2.389, -0.098, -2.809], [-3.588, -0.420, -3.426], [-0.116, 0.816, -2.900], [0.755, 1.362, -3.561], [-0.035, 0.505, -1.740], [-4.707, -0.409, -5.255], [-2.905, 0.666, -6.564], [-0.768, 1.251, -5.471], [-2.241, -0.309, -1.756], [-4.376, -0.886, -2.851]], "total_charge": -2, "homo_energy_ev": 0.51, "gap_ha": 0.1216}

=====

{"formula": "C54H124N4O10", "method": "ωB97M-V/def2-TZVPD", "elements": ["C", "C", "C", "C", "C", "C", "N", "O", "C", "C", "C", "H", "H", "H", "H", "H", "H", "H", "H", "H", "H", "H", "H", "H", "H", "H", "H", "H", "H", "H", "C", "C", "C", "C", "C", "C", "N", "O", "C", "C", "C", "H", "H", "H", "H", "H", "H", "H", "H", "H", "H", "H", "H", "H", "H", "H", "H", "H", "H", "H", "C", "C", "C", "C", "C", "C", "N", "O", "C", "C", "C", "H", "H", "H", "H", "H", "H", "H", "H", "H", "H", "H", "H", "H", "H", "H", "H", "H", "H", "H", "C", "C", "C", "C", "C", "C", "N", "O", "C", "C", "C", "H", "H", "H", "H", "H", "H", "H", "H", "H", "H", "H", "H", "H", "H", "H", "H", "H", "H", "H", "C", "C", "C", "O", "H", "H", "H", "H", "H", "H", "H", "H", "C", "C", "C", "O", "H", "H", "H", "H", "H", "H", "H", "H", "C", "C", "C", "O", "H", "H", "H", "H", "H", "H", "H", "H", "C", "C", "C", "O", "H", "H", "H", "H", "H", "H", "H", "H", "C", "C", "C", "O", "H", "H", "H", "H", "H", "H", "H", "H", "C", "C", "C", "O", "H", "H", "H", "H", "H", "H", "H", "H"], "coordinates": [[2.032, 2.951, -0.093], [1.672, 4.104, 0.896], [0.157, 4.011, 1.331], [-0.152, 4.804, 2.565], [0.743, 4.265, 3.676], [2.282, 4.474, 3.373], [2.608, 3.916, 2.026], [3.944, 4.103, 1.634], [2.594, 6.015, 3.522], [3.043, 3.755, 4.540], [1.791, 5.499, 0.200], [1.783, 1.905, 0.088], [3.106, 2.993, -0.275], [1.633, 3.193, -1.077], [-0.464, 4.475, 0.565], [-0.022, 2.942, 1.447], [-1.160, 4.737, 2.974], [0.005, 5.857, 2.333], [0.529, 3.213, 3.865], [0.516, 4.716, 4.642], [1.879, 6.642, 2.989], [2.766, 6.382, 4.534], [3.574, 6.086, 3.051], [2.451, 3.613, 5.444], [3.190, 2.718, 4.238], [4.042, 4.091, 4.818], [1.603, 6.388, 0.803], [1.101, 5.510, -0.644], [2.743, 5.470, -0.329], [4.448, 3.311, 1.836], [3.372, -7.967, 0.278], [2.628, -6.903, -0.472], [1.167, -7.001, -0.060], [0.346, -5.880, -0.693], [1.015, -4.500, -0.326], [2.568, -4.401, -0.559], [3.176, -5.579, 0.017], [4.590, -5.453, 0.208], [2.885, -4.136, -2.060], [2.921, -3.060, 0.187], [2.749, -7.277, -1.921], [2.667, -8.775, 0.473], [3.731, -7.579, 1.232], [4.267, -8.312, -0.240], [0.817, -8.021, -0.220], [1.111, -6.894, 1.024], [-0.633, -5.965, -0.222], [0.314, -5.947, -1.780], [0.798, -4.101, 0.665], [0.437, -3.764, -0.884], [3.795, -3.552, -2.196], [3.069, -4.923, -2.791], [2.115, -3.474, -2.455], [2.195, -2.359, -0.227], [2.974, -3.189, 1.268], [3.929, -2.660, 0.076], [3.728, -7.101, -2.366], [2.060, -6.914, -2.683], [2.574, -8.348, -2.016], [4.772, -5.501, 1.150], [1.398, 4.317, -5.515], [2.132, 2.917, -5.609], [3.683, 3.215, -5.733], [4.676, 2.266, -5.082], [4.089, 0.865, -4.934], [2.743, 0.867, -4.065], [1.944, 2.095, -4.412], [0.592, 2.129, -3.935], [1.867, -0.365, -4.420], [3.150, 0.792, -2.555], [1.561, 2.043, -6.776], [1.704, 5.032, -4.752], [0.326, 4.202, -5.358], [1.374, 4.709, -6.532], [3.959, 2.955, -6.755], [3.905, 4.263, -5.531], [4.751, 2.577, -4.041], [5.650, 2.246, -5.571], [4.921, 0.507, -4.329], [4.183, 0.163, -5.763], [2.428, -1.258, -4.144], [1.016, -0.327, -3.741], [1.596, -0.359, -5.476], [3.725, -0.096, -2.293], [3.655, 1.683, -2.185], [2.263, 0.711, -1.927], [0.500, 1.829, -6.903], [2.141, 1.129, -6.905], [1.809, 2.548, -7.709], [0.642, 2.769, -3.221], [-4.802, 3.027, 4.042], [-4.823, 2.053, 5.268], [-6.387, 1.732, 5.485], [-6.915, 0.794, 4.373], [-6.055, -0.417, 4.373], [-4.440, -0.306, 4.195], [-4.053, 0.777, 5.125], [-2.670, 0.907, 5.128], [-3.905, -1.712, 4.660], [-4.131, -0.018, 2.636], [-4.535, 2.791, 6.668], [-3.742, 3.055, 3.790], [-4.968, 4.067, 4.323], [-5.442, 2.944, 3.164], [-6.559, 1.163, 6.399], [-6.935, 2.668, 5.378], [-6.742, 1.273, 3.409], [-7.944, 0.519, 4.605], [-6.473, -1.095, 3.629], [-6.245, -0.994, 5.278], [-4.081, -1.807, 5.731], [-4.384, -2.514, 4.097], [-2.857, -1.776, 4.368], [-4.848, 0.727, 2.291], [-3.197, 0.543, 2.644], [-4.168, -0.919, 2.023], [-3.480, 2.997, 6.486], [-4.456, 2.109, 7.514], [-5.044, 3.753, 6.737], [-2.544, 0.607, 6.032], [-1.163, -2.843, -4.052], [-1.563, -4.316, -3.917], [-0.560, -5.309, -4.529], [-1.729, -4.695, -2.561], [-1.912, -2.235, -3.545], [-1.081, -2.562, -5.102], [-0.295, -2.554, -3.460], [-2.481, -4.482, -4.482], [0.406, -4.826, -4.386], [-0.830, -5.556, -5.556], [-0.755, -6.265, -4.042], [-1.438, -5.596, -2.407], [-2.913, 0.964, -6.410], [-2.273, 1.014, -4.959], [-2.558, 2.431, -4.427], [-2.957, 0.064, -4.083], [-3.985, 1.160, -6.443], [-2.682, 0.006, -6.874], [-2.333, 1.691, -6.977], [-1.214, 0.756, -4.953], [-2.117, 3.218, -5.039], [-2.097, 2.616, -3.457], [-3.624, 2.641, -4.341], [-3.871, 0.327, -4.213], [-6.303, -0.593, -2.348], [-6.528, 0.739, -1.570], [-5.380, 1.816, -1.754], [-7.662, 1.408, -1.953], [-5.348, -1.006, -2.023], [-6.208, -0.303, -3.395], [-7.081, -1.328, -2.138], [-6.597, 0.543, -0.501], [-5.125, 2.226, -2.731], [-4.521, 1.229, -1.428], [-5.456, 2.592, -0.991], [-7.917, 2.025, -1.263], [1.859, -0.196, 6.665], [0.747, -1.185, 6.144], [0.651, -1.250, 4.610], [0.908, -2.521, 6.618], [1.750, -0.246, 7.749], [1.552, 0.821, 6.420], [2.818, -0.466, 6.223], [-0.169, -0.727, 6.518], [-0.118, -2.003, 4.438], [1.462, -1.773, 4.104], [0.435, -0.246, 4.244], [0.298, -3.220, 6.371], [4.626, 0.228, 0.789], [5.659, -0.035, 1.900], [5.334, 0.465, 3.304], [5.659, -1.525, 1.993], [4.654, 1.310, 0.663], [3.595, -0.046, 1.012], [4.964, -0.181, -0.163], [6.702, 0.175, 1.666], [5.379, 1.554, 3.341], [5.990, 0.039, 4.063], [4.324, 0.153, 3.569], [5.761, -1.976, 1.152], [-2.321, -0.833, -0.607], [-0.862, -0.328, -0.354], [-0.102, -0.752, 0.957], [-0.136, -0.486, -1.502], [-3.008, -0.439, 0.142], [-2.363, -1.916, -0.722], [-2.620, -0.429, -1.574], [-1.023, 0.743, -0.230], [0.344, -1.732, 0.793], [-0.735, -0.913, 1.829], [0.670, -0.032, 1.227], [-0.665, -1.004, -2.112]], "total_charge": 1, "homo_energy_ev": [-9.86, -9.86], "multiplicity": 2, "gap_ha": [0.2820, 0.1355]}

=====

{"formula": "C15H19N3O4", "method": "ωB97M-V/def2-TZVPD", "elements": ["O", "O", "O", "O", "C", "C", "C", "C", "C", "C", "C", "C", "C", "C", "N", "N", "N", "C", "C", "C", "C", "C", "H", "H", "H", "H", "H", "H", "H", "H", "H", "H", "H", "H", "H", "H", "H", "H", "H", "H", "H"], "coordinates": [[-3.619, 0.845, 0.244], [-0.313, -3.063, 0.212], [-2.763, 1.018, -1.912], [-3.311, 2.380, -1.970], [-2.985, 0.390, -0.731], [-0.302, -2.028, 0.880], [1.994, -0.751, -1.405], [0.681, -0.360, -1.478], [2.797, 1.767, 2.699], [1.450, 2.203, 2.690], [3.266, 0.887, 1.686], [0.573, 1.738, 1.683], [2.372, 0.400, 0.700], [1.009, 0.805, 0.706], [0.467, -2.086, 2.015], [2.776, -0.557, -0.252], [-2.025, -1.749, -1.725], [-4.598, 2.350, -2.594], [3.738, -1.616, 0.017], [-0.008, 0.238, -0.291], [-2.275, -0.981, -0.480], [-1.015, -0.758, 0.366], [2.431, -1.276, -2.244], [0.094, -0.509, -2.399], [3.497, 2.117, 3.450], [1.078, 2.934, 3.413], [4.305, 0.590, 1.647], [-0.433, 2.122, 1.672], [0.933, -2.981, 2.204], [0.829, -1.192, 2.403], [-1.730, -1.145, -2.481], [-1.306, -2.462, -1.523], [-4.559, 2.787, -3.571], [-4.924, 1.314, -2.675], [-5.276, 2.946, -1.991], [3.681, -2.383, -0.712], [3.619, -2.020, 1.012], [4.738, -1.210, -0.047], [-0.580, 1.120, -0.622], [-2.959, -1.574, 0.117], [-1.346, -0.248, 1.287]], "smiles": "COOC(=O)[C@@H](N)[C@@H](C(N)=O)[C@@H]1C=CN(C)c2ccccc21", "homo_energy_ev": -7.64, "gap_ha": 0.3086}

=====

{"formula": "C53H47N12O3P2SSr", "method": "ωB97M-V/def2-TZVPD", "elements": ["Sr", "C", "C", "N", "N", "C", "N", "S", "C", "C", "C", "C", "C", "N", "H", "H", "H", "H", "H", "H", "H", "H", "H", "O", "P", "C", "P", "O", "C", "C", "C", "C", "C", "C", "C", "C", "C", "C", "C", "C", "C", "C", "C", "C", "C", "C", "C", "C", "C", "C", "C", "C", "H", "H", "H", "H", "H", "H", "H", "H", "H", "H", "H", "H", "H", "H", "H", "H", "H", "H", "H", "H", "H", "H", "C", "N", "C", "N", "C", "N", "C", "C", "C", "C", "C", "C", "C", "N", "N", "C", "O", "C", "C", "C", "C", "C", "C", "N", "C", "N", "C", "N", "C", "H", "H", "H", "H", "H", "H", "H", "H", "H", "H", "H", "H", "H", "H", "H", "H"], "coordinates": [[0.437, -0.511, -1.548], [4.520, 2.157, -2.914], [3.369, 1.517, -2.196], [2.200, 1.353, -2.723], [1.982, 1.910, -3.937], [0.743, 1.981, -4.299], [0.328, 2.581, -5.411], [-0.587, 1.295, -3.284], [3.474, 1.120, -0.778], [4.689, 0.913, -0.118], [4.676, 0.569, 1.228], [3.452, 0.476, 1.872], [2.292, 0.731, 1.142], [2.290, 1.021, -0.146], [4.184, 2.403, -3.916], [5.377, 1.491, -2.957], [4.825, 3.065, -2.400], [0.946, 3.161, -5.961], [-0.677, 2.680, -5.428], [5.630, 1.012, -0.638], [5.593, 0.380, 1.769], [3.403, 0.203, 2.917], [1.304, 0.679, 1.574], [2.101, -1.464, -0.616], [1.634, -2.588, -1.441], [-0.119, -2.554, -1.620], [-0.446, -2.152, 0.056], [-0.278, -0.737, 0.401], [-2.121, -2.764, 0.183], [-2.833, -2.930, -0.995], [-4.060, -3.563, -0.965], [-4.568, -3.994, 0.249], [-3.887, -3.753, 1.436], [-2.646, -3.146, 1.404], [0.591, -3.263, 0.931], [1.643, -2.777, 1.681], [2.484, -3.690, 2.285], [2.246, -5.049, 2.132], [1.197, -5.521, 1.351], [0.372, -4.610, 0.725], [2.003, -2.275, -3.132], [1.121, -2.691, -4.114], [1.424, -2.455, -5.436], [2.608, -1.809, -5.756], [3.489, -1.395, -4.769], [3.191, -1.642, -3.445], [2.262, -4.190, -1.205], [3.469, -4.283, -0.544], [4.091, -5.514, -0.502], [3.504, -6.604, -1.126], [2.300, -6.482, -1.811], [1.683, -5.253, -1.874], [-0.511, -3.560, -1.845], [-0.455, -1.890, -2.389], [-2.421, -2.602, -1.950], [-4.603, -3.735, -1.884], [-5.506, -4.528, 0.269], [-4.311, -4.067, 2.379], [-2.051, -2.972, 2.297], [1.796, -1.703, 1.737], [3.328, -3.337, 2.860], [2.899, -5.758, 2.618], [1.043, -6.582, 1.212], [-0.453, -4.900, 0.068], [0.211, -3.227, -3.834], [0.746, -2.778, -6.210], [2.844, -1.643, -6.794], [4.408, -0.902, -5.037], [3.848, -1.359, -2.632], [3.884, -3.392, -0.078], [5.035, -5.609, 0.013], [3.995, -7.566, -1.097], [1.855, -7.335, -2.303], [0.756, -5.106, -2.428], [-0.398, 6.477, 0.136], [0.201, 5.233, -0.291], [-0.326, 4.113, -0.835], [0.626, 3.220, -1.052], [1.746, 3.865, -0.630], [1.514, 5.068, -0.164], [-0.515, 6.569, 1.642], [0.105, 7.582, 2.361], [-0.040, 7.662, 3.738], [-0.813, 6.740, 4.417], [-1.431, 5.715, 3.701], [-1.270, 5.626, 2.320], [-2.256, 4.739, 4.376], [-2.514, 4.626, 5.648], [-3.328, 3.575, 5.800], [-3.545, 3.080, 4.617], [-2.887, 3.779, 3.662], [-4.307, 1.914, 4.233], [-4.917, 1.081, 5.169], [-5.577, -0.049, 4.722], [-5.600, -0.372, 3.372], [-4.984, 0.452, 2.434], [-4.985, 0.089, 0.966], [-3.889, 0.672, 0.233], [-2.589, 0.809, 0.556], [-1.934, 1.407, -0.422], [-2.912, 1.651, -1.348], [-4.089, 1.211, -0.972], [-4.368, 1.611, 2.874], [-1.385, 6.550, -0.324], [0.230, 7.293, -0.228], [-1.354, 3.966, -1.107], [2.740, 3.472, -0.694], [0.703, 8.318, 1.846], [0.452, 8.450, 4.287], [-0.943, 6.790, 5.486], [-1.729, 4.815, 1.774], [-4.861, 1.331, 6.217], [-6.068, -0.702, 5.427], [-6.108, -1.271, 3.051], [-5.895, 0.453, 0.477], [-4.962, -1.003, 0.856], [-2.175, 0.486, 1.489], [-2.694, 2.123, -2.295], [-3.913, 2.296, 2.173]], "total_charge": 1, "homo_energy_ev": -9.15, "gap_ha": 0.2391}

=====

{"formula": "C8H13O2S", "method": "ωB97M-V/def2-TZVPD", "elements": ["O", "H", "C", "S", "O", "C", "H", "H", "H", "H", "H", "H", "C", "C", "C", "C", "C", "C", "H", "H", "H", "H", "H", "H"], "coordinates": [[2.171, -2.433, 0.784], [1.820, -1.705, 0.314], [3.780, 1.533, 1.787], [2.081, 0.914, 2.085], [1.607, 2.002, 2.961], [1.392, 1.462, 0.538], [3.940, 2.558, 1.433], [4.153, 0.911, 0.964], [4.370, 1.292, 2.768], [1.513, 2.619, 0.396], [0.162, 1.472, 0.657], [1.611, 1.074, -0.426], [-3.091, -2.028, -0.597], [-1.594, -1.915, -0.276], [-1.022, -0.778, -0.964], [-1.716, 0.115, -1.766], [-3.124, 0.071, -2.063], [-3.782, -1.052, -1.362], [-3.575, -2.975, -0.329], [-1.290, -2.598, 0.564], [0.035, -0.624, -0.703], [-1.154, 0.779, -2.291], [-3.633, 0.571, -2.976], [-4.648, -1.269, -1.506]], "total_charge": -1, "homo_energy_ev": -2.59, "gap_ha": 0.2118}

=====

| no. | total energy (eV) |
| --- | --- |
| 1 | -13989.838 |
| 2 | -102230.499 |
| 3 | -84426.057 |
| 4 | -28520.340 |
| 5 | -109988.235 |
| 6 | -23432.186 |